#one
Density functional theory data (ωB97M-V with the def2-TZVPD basis set) for a 2-piece molecular cluster, C2H9N3O overall.

Summary:
Orbital gap = 9.97 eV
Spin multiplicity = 1
Structure (SMILES) = [H]/N=C(/N)NC.O
LUMO energy = 0.538 eV
Charge = 0

Geometry as XYZ:
```
15
C2H9N3O, DFT ωB97M-V with the def2-TZVPD basis set
C 0.556 0.099 -0.677
H 1.216 0.981 -0.676
N -0.879 2.428 0.248
H -0.811 -0.818 0.599
H 0.106 0.182 -1.743
H 3.166 -3.352 0.419
C -1.389 0.997 0.349
H -0.455 2.332 -0.718
H 1.283 -0.801 -0.784
H 2.060 -2.777 1.234
H -2.688 -0.321 0.108
N -2.649 0.641 0.391
N -0.376 0.058 0.468
O 2.708 -2.474 0.647
H -1.850 2.824 0.135
```

Let us look at the Mulliken charges, expressed in e, one per atom: -0.93 0.35 -0.63 0.26 0.30 0.32 0.47 0.29 0.26 0.30 0.21 -0.71 -0.24 -0.63 0.36

---

#two
Density functional theory data (ωB97M-V with the def2-TZVPD basis set) for a 2-piece molecular cluster, C2H9N3O overall.

Summary:
Orbital gap = 9.92 eV
Spin multiplicity = 1
Structure (SMILES) = [H]/N=C/N.NCO
LUMO energy = 0.930 eV
Charge = 0

Geometry as XYZ:
```
15
C2H9N3O, DFT ωB97M-V with the def2-TZVPD basis set
N -0.602 0.220 -1.851
H 0.383 1.872 -0.098
H -1.037 -0.627 2.417
C 0.603 0.678 -1.616
H -0.737 0.123 -2.822
H -1.224 -0.058 -0.154
H 1.096 -1.662 0.558
H -1.083 -1.973 1.296
H 1.239 -1.327 2.069
H 1.091 0.538 0.494
H 1.346 0.489 -2.451
N 0.802 -0.979 1.237
C -0.672 -0.964 1.500
O -1.187 0.189 0.816
N 1.062 1.163 -0.406
```

Let us look at the Mulliken charges, expressed in e, one per atom: -0.58 0.34 0.28 -0.01 0.21 0.34 0.23 0.27 0.22 0.49 0.32 -0.60 -0.27 -0.53 -0.70

---

The least stable of them is #two.

---

#one
Density functional theory data (ωB97M-V with the def2-TZVPD basis set) for a 2-piece molecular cluster, C3H8N2O overall.

Summary:
Orbital gap = 9.04 eV
Spin multiplicity = 1
Structure (SMILES) = [H]/N=C\C=C/N.O
LUMO energy = 0.515 eV
Charge = 0

Geometry as XYZ:
```
14
C3H8N2O, DFT ωB97M-V with the def2-TZVPD basis set
N -0.808 1.586 0.449
C 0.227 -0.433 -0.362
C -0.545 0.690 -0.518
C 1.668 0.120 -0.121
H -2.121 -2.246 1.122
H 1.791 0.721 0.774
O -1.891 -1.314 1.033
H -0.791 -1.295 0.647
H 2.583 -0.854 -1.506
H 0.194 -1.195 -1.129
H -1.508 2.296 0.329
N 2.733 -0.253 -0.687
H -1.244 0.692 -1.346
H -0.288 1.484 1.315
```

Let us look at the Mulliken charges, expressed in e, one per atom: -0.30 -0.71 0.00 0.06 0.28 0.28 -0.72 0.44 0.24 0.39 0.23 -0.70 0.29 0.21

---

#two
Density functional theory data (ωB97M-V with the def2-TZVPD basis set) for a single C3H8N2O molecule.

Summary:
Orbital gap = 10.25 eV
Spin multiplicity = 1
Structure (SMILES) = C[C@H]1CN(N)O1
LUMO energy = 1.119 eV
Charge = 0

Geometry as XYZ:
```
14
C3H8N2O, DFT ωB97M-V with the def2-TZVPD basis set
C -0.683 -0.344 0.577
H -2.491 -0.767 -0.515
H 1.648 2.624 -0.216
O -0.617 1.088 0.381
H 1.147 1.467 -1.252
H -1.356 -2.122 -0.445
C -1.431 -1.035 -0.543
C 0.864 -0.434 0.566
H -1.104 -0.577 1.565
N 1.605 1.613 -0.351
N 0.870 1.032 0.697
H -1.036 -0.752 -1.524
H 1.298 -0.956 1.423
H 1.285 -0.836 -0.363
```

Let us look at the Mulliken charges, expressed in e, one per atom: 0.41 0.33 0.27 -0.38 0.24 0.33 -1.28 -0.51 0.27 -0.54 0.01 0.31 0.28 0.27

---

#three
Density functional theory data (ωB97M-V with the def2-TZVPD basis set) for a 3-piece molecular cluster, C3H8N2O overall.

Summary:
Orbital gap = 9.34 eV
Spin multiplicity = 1
LUMO energy = 0.644 eV
Charge = 0

Geometry as XYZ:
```
14
C3H8N2O, DFT ωB97M-V with the def2-TZVPD basis set
O -2.090 -1.025 0.094
H -2.168 1.718 -0.522
N 1.618 0.178 -0.353
H -2.871 -0.945 -0.672
H 0.336 -1.875 0.647
C -0.939 -0.122 -0.393
H 3.469 0.480 0.377
C -1.289 1.094 0.122
C 0.477 -0.594 -0.106
N 2.869 -0.256 -0.073
H -0.789 -0.172 -1.524
H 3.064 -1.166 0.698
H -0.022 1.787 0.425
H -1.665 0.898 1.278
```

Let us look at the Mulliken charges, expressed in e, one per atom: -0.54 0.23 -0.18 0.35 0.19 0.68 0.27 -0.87 -0.52 -0.58 0.18 0.26 0.28 0.25

---

#four
Density functional theory data (ωB97M-V with the def2-TZVPD basis set) for a 2-piece molecular cluster, C3H8N2O overall.

Summary:
Orbital gap = 9.10 eV
Spin multiplicity = 1
LUMO energy = 0.572 eV
Charge = 0

Geometry as XYZ:
```
14
C3H8N2O, DFT ωB97M-V with the def2-TZVPD basis set
H -1.767 -1.359 1.006
O 2.511 0.560 0.033
H -1.198 2.229 0.067
H 3.227 -0.003 0.353
C -0.760 0.331 0.192
H 1.472 -1.228 -0.325
H 0.435 -0.185 1.008
H 0.599 1.465 -0.968
H -0.938 -1.756 -0.495
H -2.405 -0.791 -0.560
N 0.365 0.490 -0.818
C 1.366 -0.162 -0.111
C -1.502 -0.978 0.021
N -1.405 1.387 0.596
```

Let us look at the Mulliken charges, expressed in e, one per atom: 0.29 -0.48 0.23 0.35 0.55 0.28 0.17 0.28 0.31 0.29 -0.42 -0.19 -0.97 -0.70

---

The least stable of them is #three.

---

#one
Density functional theory data (ωB97M-V with the def2-TZVPD basis set) for a single C3H8N2O molecule.

Summary:
Orbital gap = 9.77 eV
Spin multiplicity = 1
Structure (SMILES) = CNN(C)C=O
LUMO energy = 0.826 eV
Charge = 0

Geometry as XYZ:
```
14
C3H8N2O, DFT ωB97M-V with the def2-TZVPD basis set
C 0.749 1.128 1.121
H 1.773 -0.816 -1.123
C 0.884 -1.328 -1.053
H -1.964 0.028 -0.466
H -1.494 1.776 -0.588
C -1.513 0.894 0.104
H 0.444 -1.180 -2.128
H 1.102 -2.357 -0.815
H -0.215 -1.585 0.700
O 0.640 2.306 1.466
H -2.018 1.005 1.044
N -0.098 0.454 0.231
N 0.115 -0.878 0.024
H 1.595 0.552 1.482
```

Let us look at the Mulliken charges, expressed in e, one per atom: 0.03 0.29 -0.80 0.35 0.28 -0.88 0.19 0.36 0.23 -0.56 0.29 0.07 -0.25 0.39

---

#two
Density functional theory data (ωB97M-V with the def2-TZVPD basis set) for a single C3H8N2O molecule.

Summary:
Orbital gap = 9.94 eV
Spin multiplicity = 1
Structure (SMILES) = CC(=O)NCN
LUMO energy = 0.918 eV
Charge = 0

Geometry as XYZ:
```
14
C3H8N2O, DFT ωB97M-V with the def2-TZVPD basis set
N 0.970 0.278 -1.908
H 1.255 0.289 -2.869
C -0.365 0.528 2.162
O 1.093 -0.947 0.982
H -0.057 1.570 2.125
H 1.706 0.420 -1.240
H -0.970 -0.267 -2.168
H 0.060 0.012 3.016
H 0.035 -1.590 -1.479
H -1.617 0.027 -0.098
C -0.152 -0.513 -1.498
C 0.117 -0.225 0.944
N -0.620 -0.057 -0.197
H -1.456 0.476 2.228
```

Let us look at the Mulliken charges, expressed in e, one per atom: -0.50 0.17 -1.02 -0.60 0.25 0.17 0.32 0.30 0.27 0.27 -0.33 0.65 -0.27 0.34

---

The least stable of them is #one.